DFT (wB97M-V/def2-TZVPD) results for 2 unconnected molecules or ions with the total composition C3H9O.

```
13
C3H9O | the OMol25 dataset | wB97M-V/def2-TZVPD
O -0.7379 2.6074 -2.6011
H -1.2128 3.4363 -2.4892
C -1.0466 -0.4129 0.9766
C -0.0474 -0.5751 -0.1293
C 1.4146 -0.6997 0.4014
H -1.2685 -1.3525 1.5119
H -1.9313 0.1516 0.6805
H -0.5112 0.1241 1.7716
H 0.0398 0.2629 -0.7955
H -0.2482 -1.4479 -0.7327
H 1.7417 -1.5711 0.9816
H 2.0697 -0.7659 -0.4564
H 1.7381 0.2427 0.8807
```

Output
Total charge: -1
Gap between HOMO and LUMO in eV: 5.83
F_max in eV Å⁻¹: 2.01
E in Ha: -194.89665

---

DFT (wB97M-V/def2-TZVPD) results for a molecular structure, C30H76N5NaO13.

```
125
C30H76N5NaO13 | the OMol25 dataset | wB97M-V/def2-TZVPD
Na -7.6677 15.6331 -28.4551
N -4.7435 16.6744 -26.6851
O -5.3744 16.8072 -25.6228
O -5.3339 16.4278 -27.7386
O -3.5782 16.6480 -26.7245
C -2.8596 13.4198 -22.9967
C -3.1406 14.8224 -23.6284
C -3.2645 15.9446 -22.5844
O -2.0902 15.1048 -24.4374
H -1.9776 13.5963 -22.3810
H -2.5849 12.5773 -23.6314
H -3.6434 13.0848 -22.3173
H -4.0764 14.7972 -24.1868
H -3.9553 15.6481 -21.7951
H -3.5994 16.8192 -23.1422
H -2.3285 16.0955 -22.0466
H -2.4519 15.7236 -25.0760
C -7.4112 14.4838 -23.9898
C -8.4583 15.4598 -24.5758
C -8.5265 16.7824 -23.8134
O -7.9046 15.7051 -25.8710
H -7.4175 13.4561 -24.3532
H -7.4349 14.4845 -22.9001
H -6.3691 14.7693 -24.1330
H -9.3210 14.7946 -24.5412
H -7.5234 17.1957 -23.9186
H -8.7524 16.6043 -22.7621
H -9.2637 17.5353 -24.0923
H -6.9944 15.9645 -25.7107
C -2.1157 13.2168 -32.0637
O -2.9806 13.6792 -31.0833
C -2.6036 13.8063 -29.6880
C -1.4045 14.7080 -29.4103
N -1.7229 16.1325 -29.3171
C -2.3612 16.6318 -30.5486
C -2.6266 18.1710 -30.4819
O -3.5711 18.5202 -31.4837
C -4.1533 19.8046 -31.2629
H -2.5138 12.2976 -32.4935
H -1.0860 13.0830 -31.7320
H -2.0411 13.8673 -32.9351
H -2.3666 12.8082 -29.3196
H -3.4762 14.2156 -29.1790
H -0.6168 14.5924 -30.1547
H -0.9992 14.5013 -28.4198
H -2.3152 16.3892 -28.5403
H -3.3066 16.1370 -30.7711
H -1.6665 16.4735 -31.3735
H -1.6917 18.7232 -30.5775
H -2.9912 18.5006 -29.5090
H -4.6164 20.1727 -32.1784
H -3.5564 20.6277 -30.8700
H -4.9588 19.8096 -30.5286
C 1.0239 22.6876 -28.6168
O -0.3032 22.5106 -28.9010
C -1.1146 23.6605 -28.8385
C -2.5167 23.3038 -29.4869
N -3.4892 22.6175 -28.5506
C -2.9463 21.3522 -28.1047
C -3.9624 20.6672 -27.1474
O -3.7024 21.2224 -25.8978
C -4.4758 20.7228 -24.8156
H 1.4626 23.3683 -29.3463
H 1.4668 21.6949 -28.5360
H 1.1890 23.1986 -27.6683
H -0.6653 24.4433 -29.4497
H -1.2697 24.0519 -27.8331
H -2.3408 22.6409 -30.3341
H -2.9188 24.2726 -29.7834
H -3.8297 23.2347 -27.8272
H -2.0244 21.5470 -27.5568
H -2.6741 20.7075 -28.9404
H -3.8016 19.5894 -27.1731
H -5.0047 20.9038 -27.3612
H -5.5440 20.7954 -25.0197
H -4.2368 21.3027 -23.9241
H -4.1768 19.7218 -24.5044
C -14.4932 16.1757 -25.8418
O -13.0742 16.0202 -25.9619
C -12.5548 16.3578 -27.2082
C -11.0408 15.8137 -27.2466
N -10.4703 15.7679 -28.5970
C -10.4886 17.0164 -29.3051
C -9.9013 18.1794 -28.4742
O -8.5162 17.8258 -28.2364
C -7.8572 18.7545 -27.3284
H -15.0131 15.3526 -26.3319
H -14.8644 17.1580 -26.1340
H -14.7551 15.9322 -24.8122
H -12.6316 17.4378 -27.3348
H -13.1417 15.7900 -27.9302
H -11.0055 14.8279 -26.7829
H -10.4866 16.5306 -26.6407
H -10.9316 15.0502 -29.1376
H -11.5228 17.3051 -29.4930
H -9.9522 17.0510 -30.2533
H -10.4502 18.3617 -27.5503
H -9.9248 19.0875 -29.0766
H -7.9955 19.7559 -27.7359
H -6.7731 18.6419 -27.3150
H -8.1521 18.7033 -26.2803
C -3.8536 12.6455 -26.2301
O -4.4953 12.2579 -27.4200
C -5.7969 12.8613 -27.5959
C -6.0538 12.7747 -29.1178
N -7.3404 13.2983 -29.4571
C -7.6635 13.5329 -30.8768
C -6.9403 14.7991 -31.4465
O -7.3981 16.0415 -30.8346
C -6.7676 17.2254 -31.3456
H -2.8810 12.1628 -26.1345
H -4.4340 12.4288 -25.3333
H -3.6730 13.7201 -26.2586
H -5.8355 13.9095 -27.2995
H -6.5151 12.3782 -26.9335
H -5.8696 11.7788 -29.5209
H -5.3220 13.4343 -29.5843
H -8.0773 12.7607 -29.0234
H -8.7388 13.6025 -31.0411
H -7.3026 12.7708 -31.5675
H -7.3703 14.9376 -32.4384
H -5.8570 14.6816 -31.4763
H -6.8549 18.1348 -30.7510
H -7.1913 17.4402 -32.3266
H -5.7045 16.9864 -31.3751
```

Output
Total charge: 0
Gap between HOMO and LUMO in eV: 7.77
F_max in eV Å⁻¹: 6.16
E in Ha: -2602.53988

---

> The highest total charge belongs to which entry?

C30H76N5NaO13

---

> Number 1 is which compound?

C3H9O